(1)
Density functional theory data (the ωB97M-V functional and the def2-TZVPD basis) for a cluster of 2 separate species, C6H14N2O2 in total in a non-equilibrium geometry.

Structure (XYZ):
```
24
Properties=species:S:1:pos:R:3:forces:R:3
C 0.18342 -2.85041 0.68214 -4.710 5.676 -0.193
C 1.74436 -0.44440 -1.94388 1.883 -2.888 3.295
C 1.15698 -2.18311 -0.22946 -1.542 3.245 -0.250
O 2.26169 -1.99139 0.14111 3.382 -1.077 1.061
N 0.75035 -1.27600 -1.23220 -3.870 -0.318 -1.006
H 0.27065 -3.81808 0.66281 1.835 -5.506 1.443
H -0.22085 -1.39386 -1.64888 1.993 -0.073 0.518
H 2.51193 -0.32886 -1.06011 -1.167 0.884 -1.978
H 0.05177 -2.17686 1.68673 0.802 -2.412 -2.321
H -0.90070 -2.96857 0.24010 1.517 1.258 0.414
H 2.27081 -1.11016 -2.60806 0.295 0.156 -0.714
H 1.32375 0.36975 -2.45875 -0.453 1.175 -0.309
C -0.20605 3.21544 -0.51100 -2.704 -2.841 -0.592
C -1.79582 0.02848 1.15113 0.598 -1.513 -1.126
C -1.51996 1.45863 0.91515 0.492 -2.109 0.584
O -2.15374 2.34440 1.36150 -0.058 1.795 -0.107
N -0.39904 1.69406 -0.01194 -0.721 3.704 -0.636
H 0.11425 0.90844 -0.46405 -0.117 0.169 0.315
H -0.92226 3.89051 0.00271 -0.540 -1.074 -0.685
H -1.51774 -0.43610 2.09103 -0.193 0.864 0.758
H 0.62271 3.52243 0.02989 2.809 0.384 -0.146
H -0.32942 3.13404 -1.65498 0.885 0.577 1.945
H -2.87674 -0.14149 0.98004 0.702 -0.150 -0.071
H -1.09851 -0.54945 0.50513 -1.118 0.071 -0.198
```
Forces are in eV/Å.

## Properties
ΔE to the lowest compared entry with this formula, charge and spin = 388.0 kJ/mol
2S+1 = 2
E_LUMO (spin up / spin down) = -3.402 / -8.764 eV
frontier orbital gap (spin up / spin down) = 9.7 / 4.4 eV
charge = +1


(2)
Density functional theory data (the ωB97M-V functional and the def2-TZVPD basis) for the ion C6H14N2P with charge +1 in a non-equilibrium geometry.

Structure (XYZ):
```
23
Properties=species:S:1:pos:R:3:forces:R:3
C -3.40206 0.15592 0.94164 -4.982 -0.510 -1.910
N -2.52580 0.17990 -0.20430 1.493 1.952 2.115
C -2.67932 1.47242 -0.92045 -0.799 -1.843 -2.807
C -1.35119 -0.31070 0.20535 2.533 -0.976 -5.646
C -0.08406 -0.44265 -0.52750 -2.567 -0.262 3.679
P 1.01042 -1.27282 0.58470 -0.715 2.174 -0.698
N 2.52165 -0.81795 0.16973 -0.749 -0.259 0.353
C 3.06523 -0.91844 -1.19779 2.093 2.396 1.007
C 3.37919 -0.20221 1.22853 0.987 -1.131 -0.994
H -3.03691 0.44545 1.86319 1.340 -0.078 1.863
H -4.22725 0.88480 0.79417 0.539 -0.252 -0.118
H -4.02164 -0.75748 0.87410 0.795 -0.052 0.851
H -2.92684 1.28471 -2.04021 -0.655 0.267 2.045
H -3.35141 2.08998 -0.32919 0.100 0.103 -0.743
H -1.75562 1.90424 -1.08202 2.146 1.233 0.409
H -1.39337 -0.97533 0.96056 -0.685 -1.836 3.042
H -0.11989 0.21886 -1.32985 1.233 0.666 -1.800
H 3.42109 0.15000 -1.53776 -1.479 -1.827 -0.065
H 2.43918 -1.54366 -1.87056 0.717 0.719 0.419
H 4.07245 -1.29655 -0.92385 -0.502 -0.791 -1.102
H 3.24159 -0.65926 2.22702 -0.450 0.547 -0.499
H 3.32089 0.89679 1.17279 -0.283 -0.471 0.371
H 4.40368 -0.48603 0.94170 -0.110 0.229 0.230
```
Forces are in eV/Å.

## Properties
SMILES = CN(C)/C=C/P=[N+](C)C
ΔE to the lowest compared entry with this formula, charge and spin = 284.9 kJ/mol
E_LUMO = -5.051 eV
frontier orbital gap = 7.5 eV
charge = +1


(3)
Density functional theory data (the ωB97M-V functional and the def2-TZVPD basis) for a structure of composition C6H14N3Ni in a non-equilibrium geometry.

Structure (XYZ):
```
24
Properties=species:S:1:pos:R:3:forces:R:3
C 1.84145 -2.99188 -1.01135 1.025 -1.323 -1.537
Ni 0.90176 -1.43810 -0.47353 -0.702 0.682 1.248
N 2.01621 -0.11599 -1.43821 1.164 1.119 -1.001
H 0.21642 -2.56578 0.25248 -1.414 -0.752 1.339
H 0.88144 -2.51109 -1.52156 0.569 -1.214 -0.667
H 1.56010 -3.99712 -0.72072 0.026 -0.069 -0.088
H 2.26093 -2.48255 -0.12105 0.299 -0.206 0.175
H 2.60094 -2.97854 -1.79160 0.584 -0.312 -0.401
H 2.30264 0.60616 -0.77382 -0.221 0.047 -0.169
H 1.43460 0.33499 -2.14892 0.122 -0.031 0.326
H 2.86323 -0.43803 -1.91129 -0.179 0.065 0.085
N -2.69973 2.94177 1.53527 -1.540 1.794 0.704
C -1.87665 1.94566 1.11437 2.733 -0.460 0.682
C -0.50724 1.93788 1.46600 -1.382 0.177 -0.273
C 0.30797 0.91443 1.02124 0.541 0.456 -0.063
N -0.18016 -0.09081 0.21719 -2.283 0.286 -0.280
C -1.51738 -0.11270 -0.10151 1.050 1.215 0.841
C -2.37644 0.88973 0.31501 -0.173 -1.182 -0.990
H -2.36110 3.69909 2.11262 -0.117 -0.388 -0.278
H -3.67773 2.95332 1.29364 0.333 -0.046 0.049
H -0.09380 2.73778 2.08349 -0.104 -0.127 -0.072
H 1.37179 0.85749 1.28300 -0.478 0.020 0.029
H -1.84361 -0.96336 -0.70780 0.073 0.297 0.288
H -3.42564 0.86763 0.02706 0.075 -0.050 0.051
```
Forces are in eV/Å.

## Properties
ΔE to the lowest compared entry with this formula, charge and spin = 0.0 kJ/mol
2S+1 = 3
E_LUMO (spin up / spin down) = 3.693 / 3.559 eV
frontier orbital gap (spin up / spin down) = 3.1 / 6.6 eV
charge = -1


(4)
Density functional theory data (the ωB97M-V functional and the def2-TZVPD basis) for a structure of composition C6H14N3Os in a non-equilibrium geometry.

Structure (XYZ):
```
24
Properties=species:S:1:pos:R:3:forces:R:3
C 1.33903 0.39020 -2.86057 -0.883 -0.499 1.553
Os -0.28668 -0.67783 0.62975 -0.339 -0.266 -2.927
N 1.35418 -1.75323 0.64772 3.711 -2.421 0.170
H -0.92731 0.49818 -0.14722 -1.135 1.886 -1.679
H 1.95005 0.82115 -3.58521 1.054 0.762 -1.253
H 0.30539 0.39213 -3.20546 0.054 0.039 0.153
H 1.44167 0.96126 -1.91848 -0.173 -0.271 -0.460
H 1.66326 -0.63891 -2.70569 -0.026 -0.051 0.020
H 1.31393 -2.65456 1.12957 -0.103 -0.098 -0.089
H 2.11726 -1.26367 1.11725 0.084 0.092 0.014
H 1.71141 -1.94969 -0.28489 0.056 -0.090 -0.124
N -2.61885 -1.26149 1.98956 -0.477 -0.499 -0.516
C -1.94417 -0.55286 2.91341 0.654 0.442 -0.417
C -2.19689 -0.45927 4.29144 -0.068 0.149 0.041
C -1.28863 0.23003 5.08506 -0.545 -0.312 -0.536
C -0.17644 0.84297 4.49003 0.957 0.484 -0.803
C 0.02596 0.75333 3.12181 -1.222 -0.324 0.559
N -0.86509 0.06186 2.33355 -0.312 1.095 4.735
H -2.16156 -1.31804 1.04305 -1.456 -0.258 0.932
H -3.46794 -1.78565 2.13882 0.154 0.129 0.216
H -3.10232 -0.93846 4.66475 0.377 0.153 0.150
H -1.43628 0.30001 6.16240 -0.006 -0.028 -0.308
H 0.55365 1.40570 5.06795 -0.269 -0.181 0.014
H 0.83767 1.19450 2.54251 -0.088 0.068 0.552
```
Forces are in eV/Å.

## Properties
2S+1 = 5
E_LUMO (spin up / spin down) = -3.359 / -4.799 eV
frontier orbital gap (spin up / spin down) = 7.3 / 7.4 eV
charge = +1


(5)
Density functional theory data (the ωB97M-V functional and the def2-TZVPD basis) for a cluster of 2 separate species, C6H14N5S in total in a non-equilibrium geometry.

Structure (XYZ):
```
26
Properties=species:S:1:pos:R:3:forces:R:3
C -1.62449 -1.39014 -1.53109 -0.023 -1.673 -2.406
C -2.04834 0.25670 0.30063 0.582 0.357 0.424
C 0.09468 0.03493 -0.91040 -4.384 0.501 1.389
C 1.44336 -1.99196 1.65118 2.519 -0.549 2.584
C 2.82691 2.83730 -0.14330 -3.262 0.614 0.789
C 0.75240 -2.11892 0.55601 -0.661 -0.930 0.992
N -0.32385 -0.87269 -1.68454 0.815 2.156 0.078
N -2.50675 -0.64412 -0.58233 -1.292 -1.290 -0.427
N -0.72949 0.53861 0.27090 -0.265 -1.404 -1.368
N -2.84916 0.92261 1.17736 5.447 2.521 0.197
N 1.06735 0.91569 -1.04987 1.695 0.431 -3.419
S 2.21463 1.18337 0.11626 0.986 -0.292 1.270
H -2.06732 -1.47487 -2.59186 -0.015 1.133 1.548
H 2.46846 -1.57678 1.66216 -0.642 0.101 -0.482
H 1.30768 -2.45373 2.65989 -0.889 0.472 -1.026
H -1.45387 -2.50863 -1.47252 -0.728 0.904 1.589
H 3.46691 2.97022 -0.98493 0.179 0.243 -0.574
H 3.34776 2.71996 0.75571 1.767 0.833 1.429
H 2.00789 3.62185 0.10150 1.546 -1.108 -0.991
H -0.20968 -2.61441 0.57569 -0.050 -0.042 -0.240
H 1.15363 -1.76319 -0.33960 0.497 -0.051 -0.974
H -3.52736 -0.91711 -0.67349 1.841 0.926 0.558
H -0.21687 1.17433 0.88244 -0.613 -0.204 -0.027
H -3.71227 0.60780 1.39791 -3.163 -1.072 0.831
H -2.35022 1.64944 1.84804 -1.733 -2.298 -1.994
H 1.46803 0.89375 -1.99175 -0.154 -0.279 0.249
```
Forces are in eV/Å.

## Properties
ΔE to the lowest compared entry with this formula, charge and spin = 309.6 kJ/mol
E_LUMO = -2.837 eV
frontier orbital gap = 9.2 eV
charge = +1


(6)
Density functional theory data (the ωB97M-V functional and the def2-TZVPD basis) for a structure of composition C6H14NO in a non-equilibrium geometry.

Structure (XYZ):
```
22
Properties=species:S:1:pos:R:3:forces:R:3
C 0.29855 -2.34141 -1.57375 -0.232 0.401 -0.976
N 0.55957 -0.99232 -1.07609 -2.500 0.046 -1.228
C -0.25846 -0.74309 0.11274 0.457 0.674 5.922
C -0.00910 0.65481 0.65284 -0.470 1.164 -1.910
C -0.30000 1.79963 -0.36087 -0.568 -0.630 -0.352
C 0.21591 3.16515 0.11469 -0.108 -0.807 -0.675
C 0.13906 -1.69735 1.62140 0.368 -0.597 -2.157
O -0.23678 -1.20014 2.71860 -0.426 0.549 1.068
H -0.76963 -2.52779 -1.75535 -0.253 -0.078 0.301
H 0.72344 -2.46580 -2.58230 0.316 0.062 0.330
H 0.65171 -3.11819 -0.92779 0.344 -0.572 0.442
H -0.63449 -0.53268 -1.04505 1.918 -0.123 -2.282
H -1.31056 -1.01498 0.32358 -0.339 -0.316 -1.095
H 1.04731 0.78323 0.86902 0.243 -0.326 0.628
H -0.67101 0.87670 1.47622 0.313 -0.416 0.749
H 0.03636 1.47786 -1.35131 0.608 0.413 0.037
H -1.38483 1.86825 -0.53350 -0.089 0.024 0.386
H 1.25244 3.32121 -0.18668 0.111 -0.036 0.239
H 0.12925 3.16262 1.20175 0.030 0.467 0.001
H -0.37412 3.94656 -0.36128 -0.026 0.296 0.298
H 1.23157 -1.76151 1.36806 0.213 0.047 0.092
H -0.33618 -2.66077 1.29507 0.091 -0.241 0.181
```
Forces are in eV/Å.

## Properties
ΔE to the lowest compared entry with this formula, charge and spin = 433.5 kJ/mol
E_LUMO = 3.958 eV
frontier orbital gap = 6.0 eV
charge = -1